{
  "formula": "C34H34BBaN14O2S",
  "method": "ωB97M-V/def2-TZVPD",
  "symbols": ["Ba", "C", "C", "N", "N", "C", "B", "N", "C", "C", "C", "N", "N", "C", "C", "C", "N", "N", "C", "C", "C", "N", "H", "H", "H", "H", "H", "H", "H", "H", "H", "H", "H", "H", "O", "N", "C", "C", "C", "C", "C", "S", "H", "H", "H", "H", "C", "N", "C", "C", "C", "C", "C", "N", "C", "C", "C", "C", "C", "C", "H", "H", "H", "H", "H", "H", "H", "H", "H", "H", "H", "C", "N", "C", "C", "C", "N", "C", "O", "N", "H", "H", "H", "H", "H", "H", "H"],
  "coordinates": [[0.1003, 0.1366, -0.6242], [0.5580, 2.5536, 3.7399], [-0.0450, 2.4052, 2.4830], [-0.0437, 1.1338, 2.0997], [0.5400, 0.4355, 3.0966], [0.9240, 1.2716, 4.0880], [0.8305, -1.1019, 3.0596], [-0.3436, -1.8998, 2.4365], [-0.8688, -3.0514, 2.9178], [-1.8064, -3.5071, 2.0210], [-1.7802, -2.5617, 0.9858], [-0.9038, -1.6060, 1.2426], [2.1414, -1.3404, 2.2629], [3.3889, -1.6985, 2.6356], [4.1919, -1.6957, 1.5142], [3.3306, -1.3210, 0.4753], [2.1053, -1.1015, 0.9324], [0.9272, -1.5364, 4.5331], [-0.0606, -1.3302, 5.4378], [0.3430, -1.8586, 6.6379], [1.6201, -2.3821, 6.3650], [1.9712, -2.1701, 5.1082], [0.6852, 3.4537, 4.3162], [-0.4863, 3.1579, 1.8469], [1.4020, 0.8906, 4.9751], [-0.5367, -3.4652, 3.8541], [-2.4114, -4.3931, 2.1024], [-2.3390, -2.5381, 0.0620], [3.5951, -1.9491, 3.6603], [5.2366, -1.9492, 1.4610], [3.5322, -1.2008, -0.5797], [-0.9735, -0.8310, 5.1552], [-0.2041, -1.8717, 7.5643], [2.3007, -2.8905, 7.0296], [1.7881, 1.9785, -0.5607], [2.8925, 2.3950, -0.1060], [3.1791, 2.0971, 1.1994], [4.3418, 2.5102, 1.7829], [5.2699, 3.2667, 1.0453], [4.9900, 3.5684, -0.2528], [3.7971, 3.1272, -0.8856], [3.4673, 3.4584, -2.4814], [2.4158, 1.5108, 1.6888], [4.5211, 2.2421, 2.8138], [6.1914, 3.6047, 1.4976], [5.6701, 4.1455, -0.8612], [-3.4103, 1.2714, 0.6875], [-2.6962, 0.8423, -0.4956], [-3.3458, 0.3094, -1.4635], [-2.7361, -0.0469, -2.7076], [-3.3680, -0.6303, -3.8077], [-2.4071, -0.6967, -4.8254], [-1.2524, -0.1316, -4.2827], [-1.4358, 0.2611, -3.0108], [-3.5493, 2.7790, 0.7500], [-4.6195, 3.3586, 1.4238], [-4.7374, 4.7376, 1.5267], [-3.7855, 5.5625, 0.9457], [-2.7226, 4.9949, 0.2577], [-2.6070, 3.6151, 0.1598], [-2.8314, 0.9408, 1.5568], [-4.4082, 0.8164, 0.7604], [-4.4243, 0.1202, -1.3788], [-4.4000, -0.9507, -3.8467], [-2.5249, -1.0710, -5.8317], [-0.2992, 0.0075, -4.7810], [-5.3706, 2.7186, 1.8733], [-5.5792, 5.1680, 2.0545], [-3.8774, 6.6388, 1.0174], [-1.9830, 5.6286, -0.2168], [-1.7915, 3.1825, -0.4063], [-0.2656, -4.0116, -3.7357], [0.7668, -2.9824, -3.7489], [1.6160, -2.8267, -4.7818], [2.4990, -1.8037, -4.8210], [2.4492, -0.8769, -3.7392], [1.6415, -1.0309, -2.7107], [0.7864, -2.0880, -2.6761], [0.0104, -2.2618, -1.7463], [3.2403, 0.2126, -3.7552], [-0.0493, -4.7323, -4.5210], [-1.2399, -3.5520, -3.9048], [-0.2730, -4.5037, -2.7672], [1.5390, -3.5595, -5.5733], [3.1756, -1.6762, -5.6513], [3.7944, 0.4243, -4.5643], [3.0519, 0.9640, -3.1109]],
  "total_charge": 0,
  "multiplicity": 2,
  "fmax_ev_per_a": 1.46,
  "orbital_gap_ha": [0.2295, 0.1261],
  "relative_energy_kcal_mol": 6.17,
  "lumo_energy_ev": [-0.42, -3.23]
}

=====

{
  "formula": "C34H37BiN5OP2",
  "method": "ωB97M-V/def2-TZVPD",
  "symbols": ["Bi", "C", "N", "C", "N", "O", "H", "H", "H", "H", "H", "H", "C", "P", "C", "C", "C", "C", "C", "C", "C", "C", "C", "C", "C", "C", "P", "C", "C", "C", "C", "C", "C", "C", "C", "C", "C", "C", "C", "H", "H", "H", "H", "H", "H", "H", "H", "H", "H", "H", "H", "H", "H", "H", "H", "H", "H", "H", "H", "H", "H", "N", "H", "H", "H", "N", "C", "N", "C", "C", "C", "C", "C", "C", "H", "H", "H", "H", "H", "H"],
  "coordinates": [[1.6213, 0.6462, -1.7013], [-0.0792, 4.9496, -3.6139], [-1.0441, 3.8877, -3.8638], [-0.7813, 2.6049, -3.6278], [-1.7635, 1.6964, -3.8272], [0.3529, 2.2505, -3.1841], [-0.5589, 5.9055, -3.7977], [0.7827, 4.8630, -4.2766], [0.2548, 4.9212, -2.5770], [-1.9018, 4.1392, -4.3284], [-2.6083, 1.9557, -4.3121], [-1.4982, 0.7282, -3.9025], [0.4560, -0.7097, 2.0765], [0.0214, 0.1519, 0.4964], [-0.5788, -1.1075, -0.6627], [0.4241, -1.9698, -1.1423], [0.1287, -2.9153, -2.1124], [-1.1636, -3.0058, -2.6086], [-2.1547, -2.1523, -2.1390], [-1.8654, -1.1869, -1.1829], [-1.1806, 1.4413, 0.8295], [-1.3699, 1.9040, 2.1324], [-2.3121, 2.8894, 2.3744], [-3.0568, 3.4155, 1.3288], [-2.8335, 2.9870, 0.0249], [-1.8846, 2.0147, -0.2324], [-0.7113, -1.7957, 3.1710], [-1.1259, -3.3165, 2.2689], [-0.1079, -4.0718, 1.6823], [-0.3743, -5.3215, 1.1505], [-1.6535, -5.8542, 1.2280], [-2.6573, -5.1410, 1.8657], [-2.3956, -3.8874, 2.3962], [-2.2799, -0.8917, 3.3325], [-3.2901, -0.8969, 2.3675], [-4.4799, -0.2315, 2.6037], [-4.6798, 0.4344, 3.8084], [-3.6844, 0.4406, 4.7743], [-2.4880, -0.2217, 4.5390], [0.7991, 0.0735, 2.7553], [1.3185, -1.3492, 1.8744], [1.4167, -1.9529, -0.6894], [0.8979, -3.5903, -2.4638], [-1.4002, -3.7456, -3.3616], [-3.1628, -2.2374, -2.5237], [-2.6408, -0.5126, -0.8435], [-0.8070, 1.4962, 2.9582], [-2.4649, 3.2397, 3.3859], [-3.8054, 4.1709, 1.5266], [-3.4045, 3.4134, -0.7894], [-1.6968, 1.6876, -1.2487], [0.9102, -3.6979, 1.6737], [0.4242, -5.8957, 0.6973], [-1.8578, -6.8376, 0.8259], [-3.6434, -5.5721, 1.9757], [-3.1757, -3.3658, 2.9334], [-3.1489, -1.4495, 1.4488], [-5.2650, -0.2474, 1.8581], [-5.6227, 0.9296, 4.0004], [-3.8456, 0.9416, 5.7196], [-1.7193, -0.2433, 5.3030], [2.7309, 2.7190, -2.0404], [2.1914, 3.0325, -2.8493], [3.7189, 2.6559, -2.2791], [2.6228, 3.4200, -1.3109], [4.9761, 0.6091, 1.1750], [3.6889, 0.6160, 0.8417], [3.5179, 0.3799, -0.4558], [4.7959, 0.2028, -0.9998], [5.2159, -0.0841, -2.2970], [6.5761, -0.1796, -2.5109], [7.5027, 0.0005, -1.4725], [7.0973, 0.2638, -0.1806], [5.7275, 0.3554, 0.0350], [5.3509, 0.7432, 2.1036], [2.8848, 0.8039, 1.5350], [4.5092, -0.2450, -3.1039], [6.9431, -0.4070, -3.5024], [8.5588, -0.0777, -1.6892], [7.8066, 0.3867, 0.6270]],
  "total_charge": 3,
  "fmax_ev_per_a": 1.04,
  "orbital_gap_ha": 0.1859,
  "relative_energy_kcal_mol": 21.80,
  "lumo_energy_ev": -9.89
}

=====

{
  "formula": "C20H57N5O7Sr2",
  "method": "ωB97M-V/def2-TZVPD",
  "symbols": ["Sr", "Sr", "O", "H", "O", "H", "C", "C", "C", "O", "C", "N", "H", "H", "H", "H", "H", "H", "H", "H", "H", "H", "H", "C", "C", "C", "O", "C", "N", "H", "H", "H", "H", "H", "H", "H", "H", "H", "H", "H", "C", "C", "C", "O", "C", "N", "H", "H", "H", "H", "H", "H", "H", "H", "H", "H", "H", "C", "C", "C", "O", "C", "N", "H", "H", "H", "H", "H", "H", "H", "H", "H", "H", "H", "C", "C", "C", "O", "C", "N", "H", "H", "H", "H", "H", "H", "H", "H", "H", "H", "H"],
  "coordinates": [[-0.5611, -3.5911, 1.3755], [0.0812, -2.6798, -2.3688], [0.0262, -1.6134, -0.1451], [0.1100, -0.6667, -0.0407], [-1.1061, -4.2558, -0.9409], [-1.5966, -4.9933, -1.2992], [-0.7901, 1.4683, -4.4803], [-0.8854, 0.2170, -3.6233], [-2.2331, -0.5261, -3.8002], [-2.2735, -1.7940, -3.1077], [-3.4749, -2.4868, -3.4209], [0.1748, -0.7360, -4.0429], [0.1576, 1.9735, -4.2781], [-1.5411, 2.2241, -4.2526], [-0.7473, 1.1906, -5.5339], [-0.8755, 0.4366, -2.5507], [-2.3436, -0.8029, -4.8563], [-3.0463, 0.1351, -3.4980], [-3.5639, -3.3788, -2.7969], [-3.4013, -2.8999, -4.4316], [-4.3699, -1.8911, -3.2522], [1.0994, -0.2955, -4.0555], [-0.0603, -0.9964, -4.9981], [3.0229, 1.3215, -0.7582], [2.7424, 0.0822, -1.6010], [3.4855, 0.0190, -2.8987], [2.8402, 0.8053, -3.8727], [3.6133, 1.0699, -5.0478], [3.0711, -1.1206, -0.7890], [3.9929, 1.1658, -0.2850], [2.2697, 1.4735, 0.0174], [3.0194, 2.2666, -1.3005], [1.6674, 0.0451, -1.8423], [3.6243, -1.0145, -3.2575], [4.5247, 0.3453, -2.7483], [4.1594, 0.1919, -5.4007], [4.3061, 1.8791, -4.8171], [2.8868, 1.3546, -5.8057], [2.8854, -1.9679, -1.3313], [2.2609, -1.1956, -0.1630], [4.1581, -4.4329, 1.5207], [2.7398, -4.2010, 2.0746], [2.5349, -2.7792, 2.5514], [1.1431, -2.5977, 2.9280], [0.8298, -1.2521, 3.3033], [1.7621, -4.4819, 0.9864], [4.4103, -3.8108, 0.6564], [4.2907, -5.4684, 1.2111], [4.8964, -4.1815, 2.2845], [2.6560, -4.9592, 2.8534], [2.8210, -2.0855, 1.7535], [3.1330, -2.4947, 3.4174], [1.1445, -0.5617, 2.5107], [1.3334, -0.9520, 4.2201], [-0.2596, -1.1995, 3.2886], [1.8148, -5.4486, 0.6722], [2.0720, -3.9562, 0.1692], [-3.9212, -0.8209, -0.1526], [-3.0656, 0.3584, 0.3272], [-3.8313, 1.3949, 1.0982], [-4.8174, 1.9363, 0.2341], [-5.4773, 3.0602, 0.7895], [-1.9766, -0.1897, 1.1926], [-4.4922, -1.2575, 0.6667], [-3.2859, -1.5639, -0.6404], [-4.5928, -0.4476, -0.9329], [-2.5877, 0.8471, -0.5269], [-3.1251, 2.1383, 1.4881], [-4.3879, 1.0409, 1.9762], [-6.1203, 3.4716, 0.0103], [-4.7402, 3.8396, 0.9950], [-6.1353, 2.8094, 1.6228], [-2.4257, -0.9725, 1.6690], [-1.2961, -0.6418, 0.5959], [0.4342, 2.7406, 2.2807], [0.0137, 2.3491, 3.6988], [-0.0332, 3.5443, 4.6495], [1.1623, 4.2648, 4.6511], [0.9263, 5.6400, 4.9346], [-1.2503, 1.6466, 3.7266], [1.4480, 3.1531, 2.2636], [-0.1677, 3.5884, 1.9411], [0.3818, 1.8725, 1.6227], [0.8098, 1.7485, 4.1567], [-0.3133, 3.1617, 5.6401], [-0.9331, 4.1451, 4.4414], [0.4479, 6.0254, 4.0255], [1.8102, 6.2281, 5.1671], [0.2411, 5.8265, 5.7679], [-2.0631, 2.2198, 3.5269], [-1.2676, 0.9471, 2.9909]],
  "total_charge": 2,
  "fmax_ev_per_a": 1.59,
  "orbital_gap_ha": 0.2569,
  "relative_energy_kcal_mol": 25.07,
  "lumo_energy_ev": -5.85
}

=====

{
  "formula": "C2H2F5P",
  "method": "ωB97M-V/def2-TZVPD",
  "symbols": ["C", "C", "F", "F", "F", "F", "F", "P", "H", "H"],
  "coordinates": [[1.2095, -0.4266, -0.2245], [-0.0849, 0.1656, 0.3246], [2.1157, 0.4270, -0.6138], [0.8808, -1.2971, -1.1911], [1.6862, -1.1599, 0.8358], [-0.2370, 1.6230, -0.8074], [0.3683, 0.8500, 1.3947], [-1.8308, -0.5201, 0.4481], [-1.9355, -0.4999, -0.9446], [-2.1724, 0.8381, 0.7783]],
  "total_charge": 0,
  "fmax_ev_per_a": 5.07,
  "orbital_gap_ha": 0.3978,
  "relative_energy_kcal_mol": 35.87,
  "lumo_energy_ev": -0.34
}

=====

Calculated total energy (a.u.), listed in the same order as above: -2681.8064, -2563.3188, -1657.7058, -918.0103